Here is a gas-phase ion, C20H34N2O5PS (charge +1) at a distorted geometry from OMol25. Energies are from ωB97M-V/def2-TZVPD.

Output
DFT total energy (eV): -54624.9900
SMILES string: CCCOc1c(CC(C)C)cc(S(C)(=O)=O)c(P(C)CC)[n+]1N(C(C)=O)C(C)=O
Gap between HOMO and LUMO (eV): 7.65
Highest occupied orbital energy (eV): -11.804
Charge: +1

Element x y z (Å)
C1 -3.9050 -1.0705 1.0617
C2 -2.5784 -1.2345 1.8034
C3 -1.6460 -2.3226 1.2667
O1 -0.4277 -1.8713 0.6115
C4 -0.4754 -0.8265 -0.1919
C5 -1.2095 -0.7881 -1.3839
C6 -1.9784 -1.9590 -1.9395
C7 -1.0957 -3.1659 -2.4073
C8 -1.2763 -4.4202 -1.5559
C9 0.3817 -2.8146 -2.5647
C10 -1.1948 0.3912 -2.1015
C11 -0.4121 1.4725 -1.6850
S1 -0.5621 2.9254 -2.7396
C12 0.9126 3.0473 -3.7196
O2 -1.6508 2.6247 -3.6298
O3 -0.7398 4.1142 -1.9579
C13 0.3904 1.3886 -0.5606
P1 1.5616 2.8165 -0.2439
C14 3.1868 1.9689 -0.0311
C15 1.0596 3.6206 1.3452
C16 2.0443 3.4822 2.5038
N1 0.3103 0.2338 0.1886
N2 1.1207 0.1211 1.3329
C17 2.2262 -0.7939 1.1551
C18 3.3354 -0.6393 2.1462
O4 2.2617 -1.5620 0.2530
C19 0.4029 -0.0566 2.5950
C20 -0.3672 1.0759 3.1784
O5 0.4885 -1.1024 3.1451
H1 -4.5414 -1.9414 1.1732
H2 -3.7885 -0.7807 0.0229
H3 -4.4397 -0.2525 1.5407
H4 -2.8398 -1.5312 2.8158
H5 -2.1125 -0.2589 1.8939
H6 -1.2915 -2.9206 2.0958
H7 -2.2149 -3.0025 0.6453
H8 -2.7766 -2.2813 -1.2829
H9 -2.4712 -1.6039 -2.8378
H10 -1.4319 -3.4154 -3.4113
H11 -2.3174 -4.5046 -1.2534
H12 -0.7052 -4.3104 -0.6346
H13 -0.9351 -5.3169 -2.0571
H14 0.5228 -1.9449 -3.2019
H15 0.8852 -2.7038 -1.6081
H16 0.8642 -3.6474 -3.0713
H17 -1.7629 0.4881 -3.0137
H18 1.3570 4.0217 -3.5687
H19 0.6112 2.9422 -4.7556
H20 1.6185 2.2508 -3.5067
H21 3.1405 0.9678 -0.4509
H22 3.8875 2.5160 -0.6529
H23 3.5729 1.9576 0.9808
H24 0.0474 3.3215 1.5949
H25 0.9992 4.6721 1.0825
H26 2.8947 4.1340 2.3340
H27 2.4185 2.4701 2.6386
H28 1.5782 3.7783 3.4388
H29 2.9617 -0.1843 3.0597
H30 3.7625 -1.6110 2.3442
H31 4.0825 0.0094 1.7019
H32 0.2762 1.8725 3.5339
H33 -0.8983 0.6800 4.0351
H34 -1.1169 1.4744 2.5009

Per-atom natural (NBO) charges, elementary charge units: -0.61 -0.45 -0.07 -0.49 0.60 0.01 -0.45 -0.20 -0.60 -0.62 -0.08 -0.38 2.19 -0.88 -0.94 -0.91 0.03 0.81 -0.95 -0.70 -0.62 -0.20 -0.41 0.74 -0.71 -0.52 0.72 -0.74 -0.49 0.22 0.20 0.23 0.24 0.20 0.23 0.20 0.23 0.24 0.21 0.20 0.20 0.23 0.20 0.22 0.23 0.28 0.28 0.27 0.25 0.24 0.26 0.24 0.23 0.26 0.23 0.20 0.23 0.23 0.27 0.25 0.26 0.26 0.24